Entry i
A 2-piece molecular cluster, C4H15N2O overall, computed with ωB97M-V with the def2-TZVPD basis set.

Computed properties:
HOMO, eV: -13.3
LUMO level, Eh: -0.10514
Orbital gap, hartree: 0.3829
Net charge: +1

Each line ends with the Löwdin charge.
Element x y z (Å)
O 1.356 0.777 2.460  -0.036
N 0.636 -0.724 0.075  0.019
N -0.483 2.281 -0.084  0.020
C -1.092 1.011 0.292  -0.218
C 1.564 -1.529 -0.791  0.030
C -1.554 -1.115 -1.078  -0.027
C -0.531 -0.083 -0.617  -0.300
H -0.302 2.961 0.638  0.073
H -2.535 -0.936 -0.673  0.078
H 1.221 0.013 0.431  0.120
H -1.652 -1.109 -2.152  0.088
H 0.383 -1.264 0.903  0.179
H -0.998 2.756 -0.809  0.083
H 1.967 -2.346 -0.247  0.098
H 0.936 -2.029 -1.543  0.101
H -0.056 0.294 -1.492  0.135
H -2.180 1.002 0.226  0.118
H -0.903 0.832 1.347  0.111
H 2.141 -0.850 -1.405  0.115
H -1.399 -2.179 -0.873  0.093
H 2.211 0.511 2.799  0.061
H 1.271 1.724 2.595  0.060


Entry ii
A 2-piece molecular cluster, C4H15N2O overall, computed with ωB97M-V with the def2-TZVPD basis set.

Computed properties:
HOMO, eV: -14.2
LUMO level, Eh: -0.09700
Orbital gap, hartree: 0.4243
Net charge: +1

Each line ends with the Löwdin charge.
Element x y z (Å)
O 0.783 2.988 2.662  -0.023
N -1.188 -0.005 -1.272  0.124
N -0.733 0.696 1.257  0.028
C 0.620 0.105 1.125  -0.206
C 0.601 -1.023 0.098  -0.141
C 0.157 -0.682 -1.385  -0.327
C -0.028 -1.962 -2.199  -0.052
H -0.056 -1.823 0.428  0.117
H 0.980 -0.381 2.026  0.122
H 0.739 3.422 3.499  0.041
H -0.688 -1.785 -3.086  0.105
H 0.917 -2.283 -2.587  0.079
H 1.618 -1.407 -0.034  0.132
H -1.897 -0.685 -1.243  0.119
H -1.176 0.513 -0.174  0.145
H -0.388 -2.795 -1.585  0.091
H -1.439 0.656 -1.994  0.149
H 0.760 0.048 -1.929  0.151
H 1.313 0.887 0.771  0.130
H -1.355 0.224 1.880  0.111
H 1.148 3.676 2.122  0.042
H -0.688 1.616 1.621  0.062


Which is less stable than every other structure shown? entry i is.